Entry 1:
{
  "formula": "C29H59F9N3O26PS2",
  "method": "the ωB97M-V functional and the def2-TZVPD basis",
  "total_energy_ha": -5297.3337,
  "multiplicity": 1,
  "orbital_gap_ev": 4.98,
  "species": ["N", "H", "H", "H", "H", "N", "H", "H", "H", "H", "N", "H", "H", "H", "H", "C", "O", "H", "H", "H", "C", "O", "O", "C", "F", "F", "F", "C", "C", "H", "H", "H", "H", "H", "H", "P", "F", "F", "F", "F", "F", "F", "C", "C", "C", "O", "C", "O", "O", "H", "H", "H", "H", "H", "H", "C", "C", "C", "O", "C", "O", "O", "H", "H", "H", "H", "H", "H", "C", "C", "C", "O", "C", "O", "O", "H", "H", "H", "H", "H", "H", "C", "C", "C", "O", "C", "O", "O", "H", "H", "H", "H", "H", "H", "C", "C", "C", "O", "C", "O", "O", "H", "H", "H", "H", "H", "H", "C", "C", "O", "S", "O", "O", "O", "H", "H", "H", "H", "C", "C", "O", "S", "O", "O", "O", "H", "H", "H", "H"],
  "coordinates": [[0.20210, 2.02115, 5.21992], [0.00697, 1.88928, 4.23776], [-0.58700, 1.88162, 5.83471], [0.56499, 2.94798, 5.39136], [0.86152, 1.29310, 5.45489], [-3.43022, 0.87841, 3.74888], [-3.64879, 1.14904, 4.69708], [-3.46031, 1.71354, 3.18164], [-4.19840, 0.31195, 3.41854], [-2.49546, 0.56618, 3.52791], [-0.51764, -2.22239, 2.82551], [0.28674, -2.83286, 2.84579], [-0.44787, -1.39479, 3.40024], [-1.12031, -2.85308, 3.33454], [-0.80778, -1.83113, 1.94073], [-4.04621, -2.67768, 3.40554], [-3.29235, -2.33473, 4.50427], [-4.51110, -3.64528, 3.59459], [-4.88925, -2.02019, 3.19317], [-3.61482, -2.85463, 2.42030], [-0.50387, 0.77585, 1.26443], [-0.93714, -0.49447, 0.63656], [-0.72690, 0.69471, 2.68218], [0.97259, 1.16982, 0.74436], [1.17983, 2.48911, 0.69666], [2.00394, 0.74480, 1.50435], [1.21713, 0.76970, -0.45749], [-1.99972, -0.38885, -0.31008], [-2.11343, -1.85336, -0.74958], [-1.18341, -2.40260, -0.60297], [-2.75994, -2.40696, -0.06867], [-2.64959, -1.95818, -1.69279], [-1.74261, 0.14694, -1.22383], [-2.99921, -0.09728, 0.01260], [-1.17718, 1.53404, 0.86455], [2.17186, -1.41761, 5.28109], [0.61807, -1.45712, 5.65846], [1.74136, -0.43495, 4.02247], [2.39007, -0.10558, 6.22712], [3.58179, -1.24344, 4.64800], [2.49352, -2.44407, 6.45186], [1.79160, -2.69630, 4.35399], [5.13665, -3.13632, 3.27667], [4.30644, -3.56482, 2.06012], [3.06272, -2.82389, 1.78347], [3.01324, -2.64717, 0.42353], [4.28965, -2.68640, -0.02490], [4.63814, -2.35605, -1.14766], [5.07606, -3.29248, 0.92309], [6.14112, -3.54362, 3.39179], [4.64325, -3.32178, 4.23075], [5.30059, -2.06676, 3.14525], [4.10237, -4.61010, 2.29218], [3.01249, -1.80890, 2.17764], [2.34427, -3.43101, 2.33422], [-1.32889, 5.33589, 1.71432], [-0.78186, 5.83306, 3.09433], [-1.30644, 5.20672, 4.37749], [-0.14851, 5.06164, 5.08608], [0.91440, 5.12301, 4.33127], [2.04886, 4.75855, 4.72665], [0.58760, 5.54020, 3.14682], [-1.48557, 4.26005, 1.63621], [-0.63901, 5.43563, 0.87634], [-2.23593, 5.88134, 1.45380], [-0.61680, 6.90930, 3.14497], [-1.89662, 4.29118, 4.41720], [-1.73664, 6.05242, 4.91399], [-0.17898, 4.47875, -2.01680], [-1.36357, 4.15419, -2.84858], [-1.53836, 4.60484, -4.26242], [-0.75862, 3.65350, -4.99552], [-0.84715, 2.49342, -4.30196], [-0.73499, 1.28832, -4.79796], [-1.30298, 2.72912, -3.08507], [-0.06789, 5.51038, -1.68286], [0.72846, 4.29885, -2.59325], [-0.18782, 3.81264, -1.15406], [-2.29413, 4.42084, -2.34753], [-1.35232, 5.66694, -4.42192], [-2.56651, 4.49001, -4.60569], [-1.19582, -2.63106, -7.85102], [-0.91089, -1.85997, -6.54359], [-1.94853, -2.11065, -5.50225], [-1.25191, -2.04299, -4.24528], [0.01104, -2.16701, -4.55681], [0.88827, -2.43010, -3.73105], [0.20108, -2.32364, -5.80564], [-1.61818, -3.61323, -7.63875], [-0.29918, -2.64639, -8.47060], [-2.06436, -2.07241, -8.19979], [-0.82656, -0.78021, -6.66651], [-2.54475, -2.98893, -5.74973], [-2.68668, -1.32565, -5.33789], [-4.22165, -4.66152, -1.51711], [-5.63103, -4.25276, -1.03548], [-6.57889, -4.28181, -2.17311], [-7.43682, -5.36841, -1.93083], [-7.35289, -5.64198, -0.61254], [-8.24018, -6.22248, -0.00194], [-6.16884, -5.10886, -0.07125], [-3.90059, -3.92104, -2.24971], [-4.04437, -5.67791, -1.86870], [-3.50611, -4.66466, -0.69486], [-5.42531, -3.24678, -0.66974], [-6.26073, -4.49354, -3.19392], [-7.15056, -3.35402, -2.19562], [5.34315, 0.53909, 1.59890], [5.05790, 0.75863, 0.03792], [4.77444, 2.13916, 0.00803], [5.79789, 2.97991, 0.97276], [5.15827, 4.28463, 1.25670], [7.18125, 2.95748, 0.40427], [5.53639, 1.76264, 2.11852], [6.33369, 0.09103, 1.52037], [4.63760, -0.09263, 2.13855], [4.30446, 0.07729, -0.35732], [5.93155, 0.47036, -0.54666], [2.62528, 0.33852, -5.23733], [2.64489, 0.68197, -3.73645], [3.24794, 1.91677, -3.64795], [3.87361, 2.45495, -5.09898], [5.22897, 1.92860, -5.23495], [3.68744, 3.90548, -5.31878], [2.76076, 1.54880, -5.94463], [1.61860, 0.02914, -5.51838], [3.40592, -0.41798, -5.31730], [3.16213, -0.02650, -3.08944], [1.65232, 0.64952, -3.28717]],
  "forces_ev_per_angstrom": [[0.1, 0.0, 0.7], [-0.7, -0.6, -1.4], [-0.5, -0.2, -0.1], [0.7, 0.4, 0.1], [1.0, -0.6, 0.2], [-1.4, 1.4, -0.5], [0.4, -0.4, 0.5], [-0.2, 0.7, -0.2], [0.1, -1.3, -0.1], [1.7, -1.4, -0.1], [0.1, -0.9, 1.1], [1.2, 0.9, -0.5], [0.8, 0.5, 0.6], [-2.0, 0.3, 0.1], [-0.4, -0.4, -0.9], [-0.1, -0.8, 1.7], [0.7, 1.0, -1.2], [-0.6, -0.5, -0.1], [-0.8, 0.8, -0.2], [1.1, 0.3, -0.7], [-1.0, -0.7, 2.3], [0.4, 2.2, 0.8], [0.6, 0.7, -2.3], [0.3, -0.2, 2.0], [-1.1, 1.4, 0.4], [-0.6, -0.8, 0.5], [-0.3, -1.3, -2.2], [0.7, -2.3, -1.3], [-1.3, -0.5, 0.7], [0.3, 0.4, -1.1], [-0.3, 0.2, 0.4], [0.7, -0.1, -0.3], [0.4, 0.6, 0.3], [0.2, 0.6, 0.8], [0.2, 0.4, -0.5], [-2.1, 0.5, -0.6], [-1.2, 0.8, 1.1], [-1.0, 0.7, -0.1], [-0.1, -0.2, 0.0], [2.0, -1.0, 0.8], [1.0, 0.7, 0.0], [0.9, -0.9, -0.9], [-0.1, 1.1, 0.1], [2.1, -0.4, 2.4], [-0.9, 0.9, 3.0], [0.0, -0.2, -2.0], [0.7, -1.0, -2.2], [-0.5, -0.4, 2.7], [0.3, 0.5, -2.1], [-0.2, -0.6, -0.7], [-0.2, 0.1, -0.2], [0.0, 0.1, 0.4], [0.1, -0.5, -1.2], [0.2, -0.1, 0.7], [-1.0, 0.3, -1.1], [0.0, 0.3, 0.4], [-0.2, -0.2, -2.8], [-1.3, 2.6, 0.1], [0.8, -1.6, 3.1], [5.8, -1.8, 1.1], [-3.9, 1.3, -1.3], [2.0, -1.1, -1.2], [-0.4, -0.2, 0.8], [0.4, 0.8, 0.4], [-0.1, -0.2, 0.1], [-1.9, 0.4, 0.0], [-0.1, 0.1, -0.6], [-1.4, -0.5, -0.1], [1.2, 0.4, -0.1], [-1.2, 0.0, 0.1], [-0.2, 0.7, -0.3], [0.6, -0.5, -0.3], [-0.6, -5.1, -3.0], [0.1, 6.2, 2.4], [-0.2, -0.7, 0.8], [-0.5, 0.1, 0.0], [0.2, -0.3, 0.1], [0.1, 0.1, 0.0], [-0.1, -0.5, 0.4], [1.0, -0.3, -0.4], [-0.2, -0.3, 0.2], [-0.1, 1.0, 1.6], [-0.8, -0.2, -0.4], [-2.6, 1.5, 0.8], [-1.5, -0.2, -0.4], [3.3, -3.0, 5.0], [-1.4, 1.5, -1.2], [1.9, 0.1, -3.7], [0.6, -0.2, 0.1], [-0.5, 0.0, -0.3], [0.3, 0.1, -1.0], [0.4, 0.0, -0.5], [0.5, -0.7, 0.9], [-0.1, 0.2, -0.8], [0.5, -0.5, 0.9], [3.4, -0.2, -1.1], [-1.4, 0.7, -1.8], [-0.3, -0.3, 1.3], [-2.0, -1.1, 1.9], [2.9, 1.3, -1.2], [-2.1, -0.8, -0.2], [0.1, -0.2, -0.1], [-0.8, -0.1, -0.6], [0.0, 0.6, 0.3], [-0.8, 0.0, 0.5], [0.9, 0.5, 0.2], [-0.3, 0.0, -0.1], [1.5, -2.4, -3.3], [0.3, -0.9, 1.4], [0.2, 1.4, -1.2], [-0.1, -0.2, -1.7], [1.7, -3.8, -0.1], [-3.7, -0.2, 2.1], [0.8, 4.9, 1.7], [-0.1, -0.8, 0.7], [-0.2, 0.6, 0.1], [-0.8, 0.9, 0.1], [0.3, 0.6, 0.1], [-1.1, -1.1, 1.2], [-1.0, -1.5, 0.4], [1.4, 3.2, -0.7], [0.5, 0.7, 0.1], [-2.5, 0.6, 0.1], [-0.3, -3.8, 0.7], [2.2, 1.7, 0.3], [0.4, -0.6, 0.0], [0.0, 0.2, -1.2], [0.6, -0.2, -0.5], [-0.3, 0.8, -0.3]],
  "mulliken_charge": [-0.03, -0.03, 0.38, 0.29, 0.22, -0.16, 0.38, 0.41, 0.31, -0.08, 0.20, 0.11, -0.10, 0.40, 0.24, -0.47, -0.83, 0.38, 0.22, -0.15, -0.48, -0.08, 0.01, 0.45, -0.28, -0.42, -0.16, -0.13, -0.84, 0.35, -0.14, 0.39, 0.11, 0.27, 0.04, 1.28, -0.34, -0.30, -0.45, -0.31, -0.36, -0.36, -1.16, 0.57, 0.35, -0.27, 0.39, -0.53, -0.34, 0.41, 0.30, 0.14, 0.23, -0.15, 0.16, -1.14, 0.39, -0.27, -0.38, 0.69, -0.60, -0.32, 0.04, 0.27, 0.46, 0.37, 0.22, 0.28, -0.77, 0.43, -0.65, -0.30, 0.43, -0.62, -0.17, 0.39, 0.34, -0.11, 0.26, 0.37, 0.35, -1.43, 0.61, -0.68, -0.10, 0.69, -0.63, -0.37, 0.35, 0.37, 0.39, 0.28, 0.31, 0.32, -1.40, 0.77, -0.36, -0.33, 0.54, -0.54, -0.35, 0.23, 0.42, 0.34, 0.16, 0.25, 0.28, 0.39, -0.07, -0.17, 0.97, -0.50, -0.55, -0.44, 0.40, -0.40, -0.07, 0.39, 0.35, 0.05, -0.15, 1.03, -0.56, -0.54, -0.39, -0.22, 0.38, 0.07, -0.06]
}

Entry 2:
{
  "formula": "C29H59I2N6NbO8PS",
  "method": "the ωB97M-V functional and the def2-TZVPD basis",
  "total_energy_ha": -3461.9127,
  "total_charge": -1,
  "multiplicity": 1,
  "orbital_gap_ev": 5.83,
  "species": ["C", "C", "O", "O", "C", "C", "C", "C", "C", "Nb", "I", "C", "C", "C", "I", "C", "C", "C", "C", "C", "C", "C", "S", "C", "N", "N", "C", "O", "C", "O", "N", "O", "C", "O", "C", "C", "O", "H", "H", "H", "H", "H", "H", "H", "H", "H", "H", "H", "H", "H", "H", "H", "H", "H", "H", "H", "H", "H", "H", "H", "H", "H", "H", "H", "H", "H", "H", "H", "H", "H", "H", "H", "H", "H", "H", "H", "H", "H", "O", "P", "N", "C", "C", "N", "C", "C", "N", "C", "C", "H", "H", "H", "H", "H", "H", "H", "H", "H", "H", "H", "H", "H", "H", "H", "H", "H", "H"],
  "coordinates": [[-5.23943, 2.43849, 4.23039], [-5.55762, 0.97947, 4.95350], [-6.86893, 0.65267, 5.08186], [-4.48059, 0.10486, 5.45354], [-3.67647, -0.37522, 4.29980], [-4.57424, -1.28933, 3.27701], [-5.03125, -0.47582, 1.88919], [-3.66845, -0.41024, 0.92088], [-4.13861, -0.68964, -0.62470], [-2.46466, -1.41279, -2.01752], [-0.63469, -0.07442, -0.31054], [-2.62298, 0.52985, -3.25467], [-2.44585, 1.89566, -2.36542], [-3.25766, 3.09209, -3.20625], [-5.44169, 2.82539, -2.96913], [-0.86716, -2.10659, -3.47143], [0.63461, -1.50356, -3.25321], [1.50698, -2.41287, -2.15284], [2.87819, -1.65181, -1.64240], [3.83236, -2.77836, -0.92623], [4.49162, -2.28857, 0.51154], [3.61556, -2.77358, 1.82730], [4.61261, -3.89600, 3.00261], [3.50052, -4.27968, 4.48470], [3.15961, -5.60256, 5.15229], [2.31053, -5.25596, 6.22833], [2.08365, -3.73293, 6.28397], [2.82823, -3.12212, 5.15223], [-2.23956, -3.41736, -0.93324], [-1.72526, -3.31972, 0.44145], [-0.58873, -4.02135, 0.61385], [0.08892, -3.29458, 1.36317], [-4.01707, -2.32328, -3.48933], [-5.40065, -2.18296, -3.03816], [-5.93095, -3.37373, -2.37438], [-7.14830, -3.12413, -1.25428], [-5.60336, -4.64773, -2.58668], [-4.40431, 2.35698, 3.39692], [-4.86028, 3.17293, 5.06495], [-6.21044, 2.83356, 3.67304], [-3.23474, 0.53222, 3.67744], [-2.72214, -0.96252, 4.70965], [-5.56460, -1.72543, 3.77730], [-3.91804, -2.25119, 3.02014], [-5.89356, -1.11416, 1.42291], [-5.44557, 0.59046, 2.14516], [-3.30070, 0.70064, 0.99098], [-2.93591, -1.20335, 1.37205], [-5.07242, -1.39282, -0.57670], [-4.49823, 0.36001, -1.06241], [-3.66024, 0.45788, -3.82799], [-1.74661, 0.49563, -4.04966], [-1.31464, 2.23584, -2.25201], [-2.88292, 1.82858, -1.28198], [-2.99497, 2.91516, -4.33797], [-2.97208, 4.15779, -2.80771], [-0.77637, -3.29246, -3.48959], [-1.24277, -1.81846, -4.56697], [0.69828, -0.35339, -3.05061], [1.21293, -1.67554, -4.28435], [0.80135, -2.63681, -1.21602], [1.74776, -3.48863, -2.60521], [2.61289, -0.83945, -0.83784], [3.37139, -1.09631, -2.55126], [4.68801, -3.18966, -1.64126], [3.15346, -3.72325, -0.67474], [5.56397, -2.78290, 0.62267], [4.63935, -1.11015, 0.50823], [3.25815, -1.84423, 2.47437], [2.69436, -3.41896, 1.49332], [1.44106, -3.12947, 7.07874], [-1.43511, -4.05593, -1.54186], [-3.24929, -4.02916, -1.02982], [-3.91188, -1.64236, -4.46486], [-3.68789, -3.39510, -3.81874], [-7.68920, -2.10329, -1.46840], [-6.59749, -2.99586, -0.21536], [-7.86705, -4.04132, -1.14920], [4.81017, 1.78153, -1.62224], [4.76475, 3.28539, -1.25633], [5.67329, 3.04313, 0.16993], [5.20173, 2.20430, 1.26156], [7.07530, 2.70684, -0.10796], [3.08782, 3.33426, -0.97344], [2.43801, 3.56157, 0.30398], [2.24614, 2.46700, -1.79765], [4.71255, 5.01419, -0.83569], [4.89925, 5.82300, -2.04454], [5.41248, 5.65209, 0.27462], [5.93237, 2.18198, 2.07998], [5.00395, 1.17706, 0.94879], [4.30457, 2.61882, 1.71937], [7.48257, 3.37198, -0.87245], [7.18544, 1.67538, -0.45951], [7.69907, 2.83865, 0.78570], [2.32798, 2.63406, 0.87399], [1.43354, 3.97626, 0.15368], [2.96136, 4.29303, 0.92406], [2.23557, 1.44089, -1.41305], [2.60186, 2.44737, -2.83186], [1.21178, 2.82928, -1.83404], [5.93995, 5.78670, -2.38357], [4.61381, 6.86744, -1.87810], [4.26542, 5.44898, -2.85544], [6.50093, 5.60693, 0.15604], [5.13425, 5.21533, 1.23916], [5.13136, 6.70948, 0.35239]],
  "forces_ev_per_angstrom": [[0.4, -0.5, -0.2], [-5.8, -1.2, 0.2], [8.7, 1.7, -0.4], [-2.1, 2.0, -2.5], [0.9, -0.4, -1.4], [-0.5, -0.5, 0.0], [1.1, -1.0, 1.0], [-2.2, 0.4, 0.4], [-0.9, 0.6, 0.7], [-0.2, 1.4, 0.2], [0.0, -0.3, -0.2], [0.9, 0.5, -0.4], [-0.9, 0.9, -1.0], [1.9, -0.5, 0.4], [1.1, 0.2, -0.2], [0.6, -0.9, -1.6], [1.3, -1.2, -1.1], [-0.8, 0.4, 0.3], [-0.6, -0.7, 0.1], [0.0, -0.6, 0.4], [0.8, -0.4, 0.1], [-1.6, 0.9, -0.1], [-1.4, -0.1, 1.3], [-2.3, -1.3, 2.3], [-0.5, 7.4, -0.7], [0.4, 6.0, -1.1], [2.4, -4.8, -2.6], [-0.3, -4.9, 1.7], [0.3, -2.6, -1.5], [-1.4, -0.6, -1.2], [1.6, 4.0, 2.4], [-0.7, -3.3, -1.5], [1.5, 0.4, -1.8], [-1.0, -4.2, 2.0], [0.0, -4.2, -0.6], [1.2, 1.0, 0.0], [-1.1, 7.7, 0.8], [-1.6, 0.0, 1.9], [-0.8, -1.4, -1.7], [2.0, -1.0, 1.6], [-0.9, -1.7, 1.4], [-2.4, 1.3, -0.6], [2.3, 1.2, -0.6], [-1.4, 2.2, 0.2], [1.7, 1.3, 0.7], [0.7, -2.1, -0.5], [-0.2, -2.3, -0.1], [-1.1, 1.8, -1.2], [1.6, 1.4, -0.2], [0.5, -2.2, 0.8], [2.1, 0.5, 1.2], [-1.8, 0.2, 1.4], [-2.3, -0.9, -0.4], [0.8, 0.1, -2.1], [-0.7, 0.7, 2.3], [-0.8, -2.0, -1.0], [0.0, 2.3, -0.1], [0.8, -0.5, 2.1], [-0.3, -2.2, -0.1], [-1.0, 0.5, 2.0], [1.7, 0.6, -1.9], [-0.4, 2.4, 0.7], [0.3, -1.5, -1.6], [-0.7, -1.2, 1.8], [-1.8, 1.1, 1.5], [1.4, 2.0, -0.6], [-2.1, 1.1, -0.3], [-0.4, -2.6, 0.1], [0.7, -2.1, -1.5], [1.7, 1.5, 0.7], [1.7, -1.4, -2.3], [-1.7, 1.2, 1.3], [1.9, 1.0, 0.7], [-0.4, -1.5, 2.0], [-1.1, 1.7, 0.7], [1.0, -2.1, 0.4], [-1.0, -0.3, -2.1], [1.6, 1.8, -0.6], [1.2, 1.7, -3.3], [-3.3, -3.2, 6.0], [1.7, 0.1, 1.6], [-0.4, 0.0, 0.1], [-0.2, 0.3, 0.0], [-1.1, -0.3, -1.1], [0.0, 1.0, 0.0], [0.2, -0.4, -0.2], [1.6, 1.2, -2.0], [-0.5, 0.4, -0.2], [0.5, -0.2, 0.4], [0.2, 0.0, -0.3], [0.0, -0.2, 0.0], [-0.1, -0.1, -0.2], [0.0, 0.0, -0.2], [0.0, 0.0, -0.1], [-0.2, 0.0, 0.0], [0.0, -0.1, -0.1], [0.1, -0.1, -0.1], [0.2, -0.1, -0.1], [-0.1, 0.0, -0.1], [0.0, -0.1, 0.2], [0.2, 0.1, 0.3], [0.0, 0.2, -0.1], [0.1, -0.1, 0.1], [0.0, -0.1, 0.1], [0.0, 0.1, 0.2], [0.2, -0.2, -0.4], [-0.1, 0.0, -0.5]],
  "mulliken_charge": [-0.70, 0.61, -0.54, -0.38, -0.31, -0.69, -0.01, -0.19, 0.97, -0.74, -0.23, -0.25, 0.87, -0.94, -0.08, -0.71, -0.19, -0.16, 0.30, -0.78, 0.12, -0.26, -0.13, 0.33, -0.25, -0.25, -0.02, -0.21, -0.42, 0.02, -0.14, -0.21, -0.59, -0.30, 0.65, -0.71, -0.58, 0.18, 0.29, 0.28, 0.20, 0.27, 0.35, 0.28, 0.15, 0.08, 0.12, 0.06, -0.59, -0.09, 0.13, 0.16, -0.53, -0.15, 0.38, 0.44, 0.37, 0.35, -0.11, 0.35, -0.39, 0.29, -0.12, 0.28, 0.27, 0.31, 0.40, -0.61, 0.37, 0.08, 0.31, 0.33, 0.22, 0.33, 0.37, 0.27, 0.06, 0.32, -0.89, 0.78, 0.24, -0.63, -1.19, 0.25, -1.04, -0.78, 0.04, -1.09, -0.99, 0.46, -0.20, 0.30, 0.38, 0.30, 0.35, 0.33, 0.39, 0.27, 0.00, 0.28, 0.45, 0.34, 0.37, 0.33, 0.31, 0.29, 0.39]
}